Density functional theory data (ωB97M-V/def2-TZVPD) for a molecular structure, C54H48ClN4O3P2Sc.

```
113
Properties=species:S:1:pos:R:3
Sc -0.301 0.165 -0.142
O -1.914 -1.583 2.015
C -2.451 -0.942 3.121
C -3.646 -1.318 3.720
C -4.090 -0.624 4.832
C -3.361 0.442 5.346
C -2.202 0.840 4.708
C -1.735 0.159 3.580
P -0.345 0.780 2.611
C 1.172 0.230 3.437
C 2.409 0.640 2.937
C 3.575 0.253 3.574
C 3.526 -0.579 4.686
C 2.301 -1.015 5.164
C 1.127 -0.605 4.550
C -0.459 2.573 2.863
C -1.659 3.188 2.504
C -1.815 4.554 2.655
C -0.770 5.325 3.147
C 0.423 4.718 3.511
C 0.578 3.345 3.379
C -2.279 -2.886 1.736
C -2.401 -3.851 2.729
C -2.767 -5.138 2.378
C -3.002 -5.475 1.049
C -2.824 -4.522 0.065
C -2.457 -3.213 0.395
P -1.990 -2.035 -0.892
C -3.512 -1.542 -1.737
C -3.473 -0.881 -2.966
C -4.643 -0.419 -3.545
C -5.860 -0.597 -2.901
C -5.905 -1.244 -1.676
C -4.737 -1.717 -1.095
C -1.020 -3.093 -2.001
C -1.387 -3.416 -3.302
C -0.546 -4.192 -4.090
C 0.657 -4.658 -3.581
C 1.016 -4.359 -2.272
C 0.183 -3.579 -1.486
H -4.220 -2.146 3.329
H -5.018 -0.919 5.302
H -3.707 0.969 6.224
H -1.653 1.700 5.072
H 2.456 1.283 2.064
H 4.531 0.615 3.216
H 4.440 -0.879 5.181
H 2.253 -1.663 6.030
H 0.175 -0.931 4.950
H -2.480 2.599 2.110
H -2.753 5.021 2.385
H -0.891 6.394 3.257
H 1.234 5.311 3.914
H 1.504 2.886 3.697
H -2.223 -3.591 3.763
H -2.867 -5.889 3.150
H -3.297 -6.481 0.787
H -2.960 -4.788 -0.976
H -2.531 -0.733 -3.482
H -4.606 0.077 -4.506
H -6.772 -0.235 -3.356
H -6.850 -1.390 -1.172
H -4.787 -2.233 -0.145
H -2.331 -3.079 -3.709
H -0.844 -4.443 -5.099
H 1.303 -5.273 -4.194
H 1.936 -4.750 -1.856
H 0.476 -3.353 -0.466
Cl 0.575 8.538 -0.446
C 0.419 6.822 -0.397
C -0.811 6.243 -0.690
C -0.936 4.870 -0.633
C 0.165 4.082 -0.298
C 1.393 4.677 -0.016
C 1.525 6.051 -0.062
C 0.035 2.628 -0.224
O -1.107 2.046 -0.376
O 1.028 1.865 -0.019
H -1.650 6.873 -0.949
H -1.888 4.399 -0.837
H 2.237 4.054 0.248
H 2.467 6.532 0.160
N 0.613 0.564 -6.507
C 0.389 0.448 -5.190
C 1.018 -0.545 -4.415
C 0.759 -0.619 -3.072
N -0.076 0.210 -2.408
C -0.680 1.158 -3.160
C -0.489 1.309 -4.509
H 1.241 -0.056 -6.986
H 0.160 1.275 -7.053
H 1.693 -1.257 -4.870
H 1.227 -1.397 -2.486
H -1.358 1.818 -2.638
H -1.015 2.094 -5.035
N 1.579 -0.969 0.013
C 2.718 -0.969 -0.231
N 3.972 -1.009 -0.504
C 4.904 0.001 0.063
C 6.278 -0.207 -0.548
C 6.232 -0.133 -2.074
C 5.107 -1.005 -2.672
C 4.442 -1.870 -1.614
H 4.920 -0.126 1.145
H 4.520 0.996 -0.175
H 6.678 -1.167 -0.215
H 6.952 0.551 -0.149
H 7.201 -0.436 -2.470
H 6.089 0.905 -2.380
H 5.494 -1.655 -3.458
H 4.340 -0.379 -3.135
H 5.128 -2.610 -1.201
H 3.575 -2.407 -2.001
```

## Properties
* Kohn-Sham gap: 8.14 eV
* energy: -4434.70329 Eh
* total charge: +2

---

Density functional theory data (ωB97M-V/def2-TZVPD) for a single C5H8O molecule.

```
14
Properties=species:S:1:pos:R:3
C -2.214 0.769 -0.351
C -1.260 -0.287 -0.894
C 0.144 0.115 -1.007
C 1.300 0.051 -0.664
C 2.276 -0.617 0.216
O 3.010 0.219 1.072
H -2.238 1.660 -0.983
H -3.222 0.349 -0.293
H -1.911 1.072 0.657
H -1.185 -1.099 -0.155
H -1.627 -0.742 -1.818
H 2.982 -1.235 -0.340
H 1.621 -1.300 0.786
H 2.379 0.834 1.465
```

## Properties
* Kohn-Sham gap: 10.34 eV
* energy: -270.45329 Eh
* SMILES string: CCC#CCO